C21H36BeP2 | ωB97M-V/def2-TZVPD

The geometry in XYZ format:
```
60
Properties=species:S:1:pos:R:3:forces:R:3:mulliken_charge:R:1
P 0.12531 -1.37305 -3.46992 -0.7104 0.1289 1.2214 1.3116
P -0.61098 1.37062 -5.72815 -1.2189 1.1582 0.2550 1.5091
C -0.08283 -1.36042 -5.34934 0.3524 -0.1273 0.1678 -1.1709
C 0.32199 -0.11297 -6.14701 0.2074 -0.3418 -0.1591 -1.2669
H -1.15833 -1.56034 -5.50818 0.3843 0.0265 0.1086 0.4406
H 0.46826 -2.23193 -5.74004 -0.2620 0.2731 0.0119 0.6416
H 1.40762 0.08744 -6.08448 -0.5137 0.0430 0.1229 0.4722
H 0.08747 -0.29455 -7.21257 0.2020 0.1026 0.3008 0.4793
C -1.95211 1.57939 -6.93047 0.2039 -0.1399 -0.6023 -1.5358
H -2.60754 2.41219 -6.64397 0.2139 -0.2049 0.0960 0.3892
H -2.54766 0.66504 -7.02530 0.0822 0.1654 0.0722 0.3966
H -1.49571 1.81712 -7.90040 -0.2676 -0.1236 0.0711 0.4716
C 0.42335 2.83010 -6.06556 0.1576 0.3037 -0.5401 -1.5547
H 0.11613 3.24406 -7.03717 0.1082 -0.1534 0.1977 0.4238
H 1.47870 2.53634 -6.13774 -0.2839 0.0899 0.1471 0.4492
H 0.31711 3.62601 -5.31919 0.0040 -0.3695 -0.0869 0.3951
C -0.91013 -2.89950 -3.34905 -0.2969 -1.3603 -1.3862 -1.6193
H -0.66679 -3.57496 -2.52122 -0.0749 0.4180 -0.1895 0.1525
H -0.79700 -3.47205 -4.28122 -0.3627 -0.4687 0.0343 0.4296
H -1.96403 -2.61415 -3.25319 0.1739 0.1600 0.0369 0.3756
C 1.92324 -2.03280 -3.34610 1.3927 -1.1816 -1.7986 -1.3235
H 2.55522 -1.19895 -3.67117 -0.2718 -0.0483 0.0591 0.5797
H 2.06039 -2.88924 -4.02362 0.5192 -0.0454 0.3101 0.5022
H 2.36644 -2.30786 -2.33641 0.3243 0.2586 -1.1597 -0.1601
Be 0.98387 -2.38781 -1.80324 -1.2634 1.4247 2.9731 0.2745
C 0.47993 3.59423 -1.97183 0.7813 -0.0320 0.3172 -0.3878
C -0.27256 4.16431 -2.94495 -0.3719 0.7296 0.2248 -0.8345
C -1.64113 3.87755 -3.53641 0.3557 -0.6047 -0.7907 -0.5265
C -2.24585 2.47612 -3.48952 -0.6455 0.2537 -0.8699 -1.3962
C -1.48502 1.28982 -4.14131 0.4997 0.0809 1.7740 0.6118
C -0.44962 0.75763 -3.19377 -0.3305 0.8537 -0.8779 -1.1587
C 0.86258 1.47592 -3.21369 -0.0282 0.0120 0.1832 0.1138
C 1.18654 2.25847 -1.94246 -0.7627 -0.7198 0.1346 -0.5411
C 1.03838 -3.87233 -0.96534 0.4786 -0.8327 -0.1206 -1.3570
H 0.81100 4.25861 -1.15363 0.7916 0.1926 -0.9993 0.3496
H 0.04363 5.17937 -3.24311 -0.7977 0.3033 1.1487 0.3237
H -1.65822 4.27535 -4.56390 -0.1538 -0.0932 0.0572 0.3362
H -2.36785 4.50472 -2.98051 0.5475 -0.0518 -0.1732 0.4555
H -2.45391 2.24086 -2.42936 0.3149 -0.3689 -0.5278 0.4306
H -3.22348 2.50653 -3.99132 -0.1916 0.4050 0.1664 0.4702
H -2.26059 0.51102 -4.27767 0.1101 -0.0011 -0.4981 0.6174
H -0.87681 0.62301 -2.19724 0.2266 0.0221 -0.2937 0.3462
H 0.83614 2.23987 -3.99296 0.2514 -0.1583 0.1035 -0.2309
H 1.70676 0.81820 -3.49669 0.2415 -0.0596 0.3847 0.3589
H 0.97632 1.65767 -1.04757 -0.0387 0.0981 -0.2309 -0.4110
H 2.27867 2.42611 -1.91243 -0.3061 0.4408 0.1365 0.5072
H 1.53157 -3.72426 0.01600 -0.2436 -0.0449 -0.3986 0.2665
H 1.59049 -4.67828 -1.48065 -0.2873 -0.0953 0.1930 0.2453
H 0.01591 -4.22538 -0.76472 0.2248 -0.1169 0.1500 0.3014
C 0.43340 0.86968 1.40109 -0.0362 0.1471 0.1198 -0.5996
C -0.66875 0.37885 0.69922 -0.0417 -0.7720 -0.3306 -0.5610
C -0.47964 -0.62038 -0.28420 -0.2093 1.2544 1.0986 -0.3268
C 0.79818 -1.03742 -0.63729 0.4514 -1.4879 -0.6239 0.4191
C 1.88799 -0.56918 0.08157 -0.3100 1.2454 1.0800 0.0857
C 1.70986 0.38578 1.10630 0.1341 -0.2891 -0.2914 -0.6889
H 0.28546 1.61242 2.19728 0.1344 -0.3072 -0.4007 0.3511
H -1.67905 0.73342 0.93046 0.3426 -0.0992 0.0001 0.3610
H -1.37075 -1.03487 -0.77012 0.2913 0.1064 -0.0228 0.3256
H 2.89618 -0.93408 -0.11750 -0.0795 0.0499 -0.0095 0.3238
H 2.56743 0.74973 1.67255 -0.1429 -0.0489 -0.0760 0.3569
```
Forces are in eV/Å.

Results
electronic energy = -1518.897459 a.u.
max |F| = 0.06866 hartree/bohr
ΔE to the lowest compared entry with this formula, charge and spin = 4.659 eV
LUMO level (alpha / beta) = 0.058 / 0.058 eV

C5H10O2 | ωB97M-V/def2-TZVPD

The geometry in XYZ format:
```
17
Properties=species:S:1:pos:R:3:forces:R:3:mulliken_charge:R:1
C 2.30084 1.26051 0.08865 0.5614 -0.0076 -0.0706 -0.5883
O 0.91806 1.48284 -0.04584 -0.0496 -0.1657 0.0289 -0.5556
C -0.18165 -1.17597 -0.89350 0.1354 -0.0098 0.3529 -0.6553
C 0.30124 -1.63142 0.27518 -0.0542 -0.1501 -0.3124 -0.0921
O -0.78692 -1.40021 1.07365 0.0343 0.0561 0.1236 -0.4242
C -1.47204 -0.90180 -0.13383 -0.3563 0.0734 -0.1728 0.4814
C -2.06711 0.48144 0.02684 -0.0108 -0.0055 0.0252 -1.2094
H 2.55794 0.36439 0.68251 -0.2520 0.3125 -0.0281 0.2083
H 2.81249 1.14893 -0.88161 -0.1892 0.0667 0.0998 0.2637
H 2.71308 2.14168 0.58161 0.0905 -0.1275 0.0342 0.2436
H 0.18031 -1.05381 -1.90623 -0.1457 -0.1220 0.2275 0.2835
H 0.50796 0.62122 -0.22326 0.1796 0.2419 -0.0670 0.2731
H 1.18466 -2.11168 0.68448 -0.0828 0.1398 -0.1320 0.4395
H -2.25922 -1.62365 -0.36003 0.0454 -0.0147 -0.0789 0.3749
H -2.53127 0.77888 -0.92018 0.0913 -0.0388 0.1081 0.3007
H -2.85563 0.45285 0.78547 0.1006 -0.0383 -0.0819 0.3364
H -1.33731 1.24319 0.31452 -0.0977 -0.2105 -0.0564 0.3197
```
Forces are in eV/Å.

Results
electronic energy = -346.900075 a.u.
max |F| = 0.01100 hartree/bohr
ΔE to the lowest compared entry with this formula, charge and spin = 3.411 eV
LUMO level = 1.031 eV

C6H6O | ωB97M-V/def2-TZVPD

The geometry in XYZ format:
```
13
Properties=species:S:1:pos:R:3:forces:R:3:mulliken_charge:R:1
C 2.18115 0.06352 1.27999 -0.3225 0.1721 -0.2680 0.2912
C 1.33577 0.48521 0.53136 0.3998 -0.2023 0.3554 -0.9787
C 0.46876 -0.50363 -1.17212 -0.2993 -0.0489 0.1749 -0.7014
C 0.29018 0.81297 -0.45273 0.0124 0.0883 -0.0480 0.4695
C -1.11904 0.79373 0.16427 0.0055 0.2352 -0.0040 -0.5871
O -1.36309 -0.57370 0.41037 -0.0477 -0.0435 0.0396 -0.3836
C -0.63690 -1.29158 -0.58064 0.2490 -0.1323 -0.1108 -0.2181
H 2.93584 -0.28514 1.95125 -0.1413 0.0826 -0.1146 0.4112
H 0.55213 1.70853 -1.02195 -0.0209 -0.1515 0.0813 0.4393
H -1.20647 1.33978 1.10636 0.0599 -0.0641 -0.1283 0.3155
H -1.83962 1.20759 -0.56049 0.1019 -0.0855 0.0893 0.2988
H -1.26820 -1.49310 -1.47220 0.0541 0.0485 0.0355 0.3263
H -0.33050 -2.26418 -0.18347 -0.0508 0.1013 -0.1022 0.3170
```
Forces are in eV/Å.

Results
electronic energy = -307.256164 a.u.
max |F| = 0.01112 hartree/bohr
ΔE to the lowest compared entry with this formula, charge and spin = 5.640 eV
LUMO level = -0.140 eV

C5H11N2O | ωB97M-V/def2-TZVPD

The geometry in XYZ format:
```
19
Properties=species:S:1:pos:R:3:forces:R:3:mulliken_charge:R:1
H -2.71304 -0.70694 1.25934 1.3034 0.2697 -0.9239 0.3312
N -2.01073 -0.78888 0.45644 0.3711 0.4905 1.8326 -0.8223
N -0.94300 -0.19124 0.62981 -3.8521 0.7557 0.3039 0.9360
O -0.68529 0.64662 1.64981 -0.2033 -0.6568 0.0771 -0.3017
C 0.56755 1.35330 1.39844 1.6331 0.7715 0.4080 -0.4776
C 0.95839 1.03473 -0.03427 -0.3441 -1.8089 -1.3255 -0.8450
C 0.06255 -0.23438 -0.38318 2.2810 2.6827 -0.4670 1.3746
C 0.82027 -1.45048 0.03276 -2.5167 -2.7908 -0.7253 -1.4961
C -0.60791 -0.07515 -1.72938 -1.8027 0.4145 -1.4986 -1.5053
H 1.34690 1.04495 2.12222 -0.7610 -0.1745 -0.1788 0.2761
H 0.35669 2.42700 1.58576 -0.0278 -0.7656 -0.2566 0.3205
H 0.66747 1.78880 -0.71786 -0.3627 1.0857 -0.4034 0.3929
H 1.97839 0.71094 -0.39804 -0.7744 0.7447 1.4117 0.4812
H 0.34954 -1.80753 0.96062 0.5875 -0.3842 -0.2536 0.4050
H 1.82125 -1.35784 0.20596 2.6425 0.6518 0.2773 0.3687
H 0.67083 -2.24038 -0.71945 0.0828 0.0697 0.3395 0.4004
H -1.57370 0.54433 -1.64618 1.6986 -0.4302 0.0455 0.3538
H -1.02379 -1.01558 -2.04997 0.0534 -0.6210 -0.1475 0.4500
H -0.04235 0.31774 -2.62281 -0.0086 -0.3044 1.4845 0.3577
```
Forces are in eV/Å.

Results
electronic energy = -381.480952 a.u.
max |F| = 0.07657 hartree/bohr
SMILES = [H]/N=[N+]1\OCCC1(C)C
ΔE to the lowest compared entry with this formula, charge and spin = 4.980 eV
charge = +1
LUMO level = -5.339 eV